Entry from the OMol25 dataset: a structure of composition C36H37F3O3P2SSn in a non-equilibrium geometry (the ωB97M-V functional and the def2-TZVPD basis).

XYZ file:
```
83
Properties=species:S:1:pos:R:3:forces:R:3
Sn -0.711 2.475 -1.800 -0.8227 2.4903 4.0267
C -2.122 1.071 -2.466 0.7398 -1.7345 -2.1914
C -1.090 0.184 -2.151 -0.5536 -0.7917 -0.3123
C 0.041 -0.279 -3.051 0.4268 -0.5673 -0.5627
C 1.254 0.676 -2.930 -0.0992 -0.8735 0.1907
C 0.907 2.115 -3.191 0.6831 -0.2377 -1.9828
C -0.182 2.639 -3.949 1.7783 -0.0260 -1.1839
C -1.261 1.892 -4.708 -0.6990 -0.2504 -0.4401
C -2.499 1.425 -3.876 -0.1949 0.4637 -0.5500
C 0.204 2.098 0.113 0.2955 0.3111 0.2270
H -3.120 1.152 -1.554 -1.0247 0.2639 1.2456
H -1.211 -0.462 -1.268 0.2015 0.9768 0.2891
H -0.261 -0.406 -4.101 0.0777 -0.0125 0.4989
H 0.376 -1.268 -2.698 -0.1651 0.3308 -0.2098
H 1.638 0.589 -1.904 -0.0268 0.0603 -0.2304
H 2.102 0.362 -3.560 -0.2526 0.1110 -0.1288
H 1.738 2.816 -3.038 -0.3483 -0.1001 0.0963
H 0.037 3.619 -4.397 -0.3630 -0.0345 0.8381
H -0.837 1.020 -5.219 0.0574 0.3563 0.1701
H -1.635 2.553 -5.506 0.2183 -0.1587 0.3611
H -3.259 2.224 -3.871 0.3590 -0.1973 0.0873
H -2.966 0.578 -4.403 0.1794 0.0466 0.3001
H 0.261 3.021 0.711 -0.0900 -0.4038 -0.3483
H 1.197 1.653 -0.017 -0.3117 0.2511 -0.1866
H -0.454 1.385 0.623 -0.0699 0.2333 -0.1318
P -0.281 -1.747 0.856 -1.0436 -0.3993 0.2833
P 2.612 -1.191 1.228 0.8501 0.9074 1.6441
C 0.783 -2.508 -0.312 1.7563 -0.0134 -0.2939
C 2.117 -2.091 -0.259 -1.4714 -0.8809 -0.2631
C -1.814 -2.638 0.649 -0.2805 0.3635 -0.1763
C -2.168 -3.589 -0.342 -0.3252 -0.6262 0.2196
C -3.334 -4.350 -0.200 0.4069 0.1457 -0.4044
C -4.211 -4.128 0.871 0.2025 0.4624 0.3566
C -3.940 -3.098 1.790 -0.2356 -0.3196 -0.2610
C -2.781 -2.353 1.662 0.3980 0.1062 0.1807
C -3.883 1.276 -0.570 -0.5060 -1.7367 -0.1534
C -4.008 2.466 0.126 -0.9299 2.1377 2.2301
C -4.772 2.532 1.310 0.4730 0.5991 -1.2112
C -5.433 1.393 1.772 0.0613 1.7112 1.2105
C -5.373 0.211 1.032 0.8933 -1.9293 -1.9961
C -4.581 0.162 -0.126 -0.7914 -1.0945 0.5026
C 4.187 -2.065 1.624 0.0589 -0.5363 -0.0515
C 4.140 -3.465 1.767 0.1457 0.2077 -0.1465
C 5.305 -4.194 2.000 0.1959 0.2400 0.0483
C 6.529 -3.517 2.120 -0.1550 0.0858 -0.0656
C 6.581 -2.120 2.031 -0.2866 -0.2768 0.0945
C 5.405 -1.398 1.809 -0.0408 -0.0107 -0.2363
C 3.259 0.406 0.624 -0.0827 0.1559 -0.1658
C 3.122 1.539 1.451 0.0272 -0.3910 -0.2494
C 3.617 2.768 1.025 0.0878 0.0722 -0.0722
C 4.241 2.885 -0.221 -0.1124 -0.1530 0.1186
C 4.381 1.756 -1.033 -0.0513 -0.0509 -0.1657
C 3.887 0.515 -0.620 0.1665 0.4445 0.1764
H 0.449 -3.303 -0.982 0.2355 0.3610 -0.0716
H 2.909 -2.449 -0.925 -0.4887 -0.1335 -0.1848
H -1.530 -3.754 -1.212 -0.1841 -0.0850 0.3210
H -3.564 -5.133 -0.931 0.0953 0.3931 0.2615
H -5.115 -4.735 0.987 0.3798 0.1881 -0.0995
H -4.630 -2.880 2.610 0.2437 -0.1498 -0.3147
H -2.591 -1.534 2.355 0.0985 -0.1289 -0.0475
H -3.523 3.389 -0.188 0.0245 -0.2456 -0.0831
H -4.857 3.480 1.843 0.1617 -0.4355 -0.0926
H -5.968 1.428 2.723 0.0840 0.0299 -0.3199
H -5.909 -0.689 1.357 0.2275 0.4430 -0.0988
H -4.514 -0.785 -0.670 -0.0212 0.3088 0.1527
H 3.185 -3.986 1.679 0.1857 0.0341 0.0202
H 5.258 -5.285 2.084 0.0641 0.4903 -0.0079
H 7.448 -4.081 2.287 -0.2808 0.1503 -0.0452
H 7.531 -1.585 2.126 -0.3926 -0.2700 0.0368
H 5.440 -0.310 1.762 0.0604 -0.2607 -0.0669
H 2.597 1.453 2.406 0.2303 0.0259 -0.2692
H 3.510 3.643 1.666 0.0365 -0.1955 -0.1457
H 4.623 3.855 -0.554 -0.0965 -0.3882 0.1313
H 4.892 1.841 -1.993 -0.1078 -0.0136 0.2159
H 4.017 -0.371 -1.248 0.0554 0.3242 0.1404
F -0.708 3.159 4.785 -0.0782 -1.0540 -0.5254
C -0.769 1.946 4.193 0.4234 0.0989 0.6784
F 0.422 1.730 3.559 -0.7607 0.1503 0.2845
F -0.900 0.999 5.150 0.1159 0.7228 -0.7802
S -2.182 1.862 2.987 0.6028 0.0592 0.6259
O -1.943 0.587 2.294 -0.3352 0.2969 0.0161
O -3.344 1.896 3.864 0.2360 -0.1261 -0.8761
O -1.970 3.024 2.134 -0.2215 -0.3180 0.1198
```
Forces are in eV/Å.

total charge: +2
DFT total energy: -87445.496 eV
ΔE to the lowest compared entry with this formula, charge and spin: 190.7 kcal per mole
E_LUMO (spin up / spin down): -9.7 / -8.1 eV
HOMO level (spin up / spin down): -0.4760 / -0.4760 hartree
Kohn-Sham gap (spin up / spin down): 3.273 / 4.804 eV

Entry from the OMol25 dataset: a structure of composition C35H36BrN7O6PS2W (the ωB97M-V functional and the def2-TZVPD basis).

XYZ file:
```
89
Properties=species:S:1:pos:R:3:forces:R:3
W -0.915 0.105 -0.358 -0.3906 -0.4054 -0.1388
C 3.067 -3.710 2.034 -0.0153 -0.0064 0.0099
C 3.245 -2.243 2.396 -0.0009 0.0107 0.0118
N 2.975 -1.362 1.265 -0.0005 -0.0377 0.0013
C 1.789 -0.805 1.023 -0.0607 0.0107 -0.0186
S 1.636 0.196 -0.418 0.0648 -0.0320 -0.0430
N 0.804 -0.952 1.897 0.0168 -0.0549 -0.0053
N -0.272 -0.287 1.411 0.2869 0.0768 -0.1216
C -1.177 0.416 2.121 -0.1368 -0.0600 -0.0699
C -1.734 -0.078 3.416 0.0009 -0.0036 0.0009
C -1.274 1.796 1.696 0.0557 -0.0441 0.0589
C -1.870 2.843 2.410 0.0782 0.0551 -0.0026
C -1.525 4.127 2.057 0.0023 -0.0004 -0.0023
C -0.647 4.361 0.990 -0.0158 0.0020 0.0130
C -0.257 3.294 0.220 0.0688 -0.0209 0.0208
N -0.621 2.043 0.532 -0.1937 0.0419 -0.1547
H 3.263 -4.340 2.902 0.0001 -0.0009 0.0015
H 3.755 -4.006 1.241 -0.0024 0.0030 -0.0032
H 2.048 -3.898 1.693 -0.0006 0.0035 0.0017
H 4.260 -2.044 2.738 0.0097 -0.0154 -0.0249
H 2.567 -1.957 3.197 0.0037 0.0104 0.0033
H 3.667 -1.282 0.538 0.0221 0.0434 0.0211
H -1.734 -1.166 3.443 -0.0215 0.0095 -0.0049
H -2.747 0.283 3.586 -0.0196 -0.0176 -0.0217
H -1.112 0.277 4.243 0.0070 -0.0055 -0.0037
H -2.506 2.642 3.261 0.0053 -0.0066 0.0035
H -1.907 4.962 2.630 -0.0011 0.0013 -0.0020
H -0.316 5.359 0.743 0.0021 -0.0001 -0.0008
H 0.353 3.407 -0.668 -0.0095 0.0104 0.0008
Br 5.084 2.465 -4.830 -0.0031 -0.0005 -0.0012
C 3.824 1.289 -5.603 0.0153 -0.0096 0.0199
C 3.672 0.014 -5.077 0.0016 0.0309 -0.0071
C 2.727 -0.841 -5.618 -0.0451 -0.0073 -0.0420
C 1.945 -0.418 -6.690 0.1380 0.0001 0.0965
C 2.160 0.833 -7.254 -0.0069 0.0062 -0.0058
C 3.083 1.704 -6.697 -0.0135 -0.0136 -0.0013
N 0.970 -1.233 -7.356 -0.1768 -0.0413 -0.0462
N 0.097 -1.869 -6.752 0.1514 -0.1066 -0.1007
C -0.027 -1.798 -5.324 -0.0386 0.2079 0.0905
C 0.050 -2.954 -4.596 0.0248 0.0157 -0.0312
C -0.043 -2.952 -3.192 -0.0148 -0.0039 -0.0048
C -0.250 -1.769 -2.527 0.0310 0.0410 0.0103
O -0.372 -1.667 -1.209 -0.1309 0.0114 0.0185
C -0.378 -0.577 -3.271 -0.0968 0.0500 0.0262
N -0.613 0.551 -2.533 0.0864 -0.0359 0.2429
C -0.761 1.697 -3.164 0.0390 0.0560 0.0180
C -0.746 1.794 -4.562 -0.0063 -0.0185 -0.0084
C -0.535 0.671 -5.315 0.0030 -0.0105 0.0376
C -0.310 -0.567 -4.672 0.1019 0.0126 0.0104
H 4.287 -0.307 -4.248 -0.0024 0.0017 0.0018
H 2.615 -1.833 -5.207 -0.0312 -0.0278 -0.0112
H 1.591 1.117 -8.130 0.0098 0.0060 -0.0085
H 3.239 2.686 -7.121 -0.0032 0.0032 0.0001
H 0.217 -3.885 -5.123 -0.0026 -0.0020 0.0062
H 0.037 -3.871 -2.628 0.0065 -0.0009 -0.0051
H -0.920 2.578 -2.559 -0.0357 0.0060 0.0181
H -0.913 2.757 -5.022 0.0120 0.0011 -0.0029
H -0.543 0.723 -6.395 -0.0158 0.0189 0.0156
O -6.427 5.709 -4.197 0.0146 0.0606 -0.0016
C -5.381 5.802 -3.353 -0.0013 0.0064 0.0195
O -4.897 6.869 -3.111 0.0013 -0.0005 0.0000
C -4.860 4.531 -2.746 -0.0171 -0.0217 -0.0116
C -5.520 3.306 -2.792 -0.0066 0.0201 0.0023
C -4.970 2.186 -2.194 0.0308 -0.0145 -0.0309
C -3.741 2.262 -1.535 0.0295 -0.0779 -0.2528
S -3.218 0.733 -0.798 -0.1416 0.0455 0.1840
C -3.091 3.488 -1.483 0.0033 0.0473 0.1026
C -3.647 4.609 -2.075 0.0315 -0.0073 -0.0161
H -6.667 4.793 -4.364 -0.0154 -0.0664 -0.0107
H -6.486 3.197 -3.273 -0.0029 0.0067 0.0003
H -5.495 1.240 -2.236 0.0058 -0.0002 0.0015
H -2.163 3.592 -0.948 -0.0058 -0.0267 0.0079
H -3.150 5.568 -2.022 -0.0056 0.0025 -0.0012
C -4.821 -1.113 1.410 0.0348 0.0283 -0.0110
O -3.739 -1.999 1.103 -0.0242 -0.0433 0.1228
P -2.583 -1.941 0.008 0.3308 0.1914 0.1168
O -3.203 -2.305 -1.395 -0.0760 0.0531 0.0161
C -3.910 -3.545 -1.613 0.0302 -0.0119 -0.0078
O -1.865 -3.303 0.394 0.0686 0.0705 -0.0142
C -1.344 -3.571 1.704 -0.0582 -0.0445 0.0427
H -5.535 -1.696 1.987 0.0171 -0.0068 0.0031
H -5.288 -0.733 0.507 -0.0167 -0.0038 -0.0460
H -4.460 -0.281 2.012 0.0032 0.0575 -0.0569
H -4.615 -3.358 -2.418 0.0072 -0.0008 -0.0060
H -4.442 -3.852 -0.714 -0.0084 0.0003 0.0000
H -3.199 -4.314 -1.904 -0.0031 -0.0063 0.0101
H -0.522 -2.895 1.940 0.0106 -0.0172 -0.0143
H -0.980 -4.594 1.680 0.0067 0.0018 -0.0059
H -2.138 -3.490 2.446 0.0042 0.0007 -0.0091
```
Forces are in eV/Å.

total charge: +1
DFT total energy: -162418.440 eV
ΔE to the lowest compared entry with this formula, charge and spin: 14.4 kcal per mole
E_LUMO: -3.6 eV
HOMO level: -0.3749 hartree
Kohn-Sham gap: 6.611 eV

Entry from the OMol25 dataset: a cluster of 2 separate species, C5H13NO in total in a non-equilibrium geometry (the ωB97M-V functional and the def2-TZVPD basis).

XYZ file:
```
20
Properties=species:S:1:pos:R:3:forces:R:3
C -1.625 1.638 -0.166 2.5803 1.9790 2.0568
N 0.390 0.029 1.333 0.0983 0.6954 -2.9658
C -0.468 -0.510 0.270 6.5804 -2.2592 3.4371
C -1.463 0.181 -0.267 -3.9838 2.6082 -3.4688
C -2.371 -0.395 -1.272 -0.2841 -3.0266 -3.0324
C 0.006 -1.881 -0.264 -3.2528 -0.6870 0.2054
H -2.610 2.012 0.219 0.8361 -0.5452 -0.3752
H -0.783 1.810 0.610 -1.9410 1.2464 -1.0201
H -1.318 2.287 -1.085 -0.6817 -1.6360 1.2482
H 0.648 1.059 1.285 -1.2847 -1.4735 0.3561
H 1.323 -0.391 1.583 -1.6390 -0.4355 -0.6405
H -1.896 -1.279 -1.894 -0.9372 1.2631 1.7151
H -3.387 -0.744 -0.956 0.9575 0.0673 0.4702
H -2.661 0.226 -2.142 0.4566 0.6879 0.9110
H 0.047 -1.948 -1.393 0.5446 0.5916 1.3145
H -0.853 -2.676 -0.084 1.7962 1.4269 0.1002
H 0.902 -2.128 0.279 0.2863 -0.4974 -0.3322
H 5.129 0.802 0.894 -0.7930 -0.2233 -0.3713
H 4.155 1.423 -0.124 0.1596 -0.6182 0.4003
O 4.263 0.644 0.458 0.5015 0.8363 -0.0086
```
Forces are in eV/Å.

total charge: +1
DFT total energy: -8924.082 eV
ΔE to the lowest compared entry with this formula, charge and spin: 38.5 kcal per mole
E_LUMO (spin up / spin down): -3.3 / -7.3 eV
2S+1: 2
HOMO level (spin up / spin down): -0.5282 / -0.5360 hartree
Kohn-Sham gap (spin up / spin down): 11.060 / 7.326 eV

> Among the records above, which one has the lowest ΔE to the lowest compared entry with this formula, charge and spin?

C35H36BrN7O6PS2W

> Look up the total charge of the third one.

+1

> What is the formula in the second record?

C35H36BrN7O6PS2W